# 1
A molecular structure, ClV in a non-equilibrium geometry. Source: the Open Molecules 2025 dataset; level of theory: ωB97M-V with the def2-TZVPD basis set.

Each line ends with the Löwdin spin population.
Element x y z (Å)
V 0.377 0.549 0.577  1.930
Cl -0.377 -0.549 -0.577  0.070

Values from the calculation:
- Electronic energy: -1403.19342 Eh
- Gap between HOMO and LUMO (spin up / spin down): 7.6257 / 12.3004 eV
- Relative energy (zero: lowest compared OMol25 entry of this formula, charge and spin): 41.78 kcal per mole
- Expectation value of S²: 2.03
- Net charge: +2
- 2S+1: 3

---

# 2
A molecular structure, CrFHO2P in a non-equilibrium geometry. Source: the Open Molecules 2025 dataset; level of theory: ωB97M-V with the def2-TZVPD basis set.

Each line ends with the Löwdin spin population.
Element x y z (Å)
P 1.665 0.910 0.038  0.013
O 2.172 -0.560 -0.048  -0.041
O 0.210 0.254 0.405  -0.048
F -3.312 0.069 -0.475  -0.112
Cr -1.606 0.304 -0.171  3.183
H 0.871 -0.976 0.250  0.006

Values from the calculation:
- Electronic energy: -1635.89728 Eh
- Gap between HOMO and LUMO (spin up / spin down): 6.9188 / 9.1013 eV
- Relative energy (zero: lowest compared OMol25 entry of this formula, charge and spin): 52.34 kcal per mole
- Expectation value of S²: 3.84
- Net charge: +2
- 2S+1: 4

---

# 3
A molecular structure, CrH10O9P in a non-equilibrium geometry. Source: the Open Molecules 2025 dataset; level of theory: ωB97M-V with the def2-TZVPD basis set.

Each line ends with the Löwdin spin population.
Element x y z (Å)
Cr -19.747 -19.372 -12.951  3.057
P -21.264 -20.753 -11.828  0.012
O -22.233 -21.583 -11.181  -0.007
O -19.910 -20.256 -11.141  -0.050
O -21.651 -19.310 -12.395  -0.048
O -20.493 -21.236 -13.130  -0.080
O -23.012 -18.516 -14.401  0.000
H -23.600 -17.803 -14.145  0.000
H -22.680 -18.920 -13.550  0.000
O -17.774 -18.970 -11.982  0.033
H -16.917 -19.003 -12.417  0.003
H -17.611 -18.590 -11.113  0.002
O -18.331 -20.265 -14.342  0.029
H -17.399 -20.161 -14.554  0.003
H -18.662 -20.998 -14.875  0.001
O -19.830 -17.179 -12.470  0.017
H -19.610 -16.418 -13.014  0.001
H -19.906 -16.862 -11.565  0.001
O -20.493 -18.576 -14.737  0.023
H -21.478 -18.555 -14.871  0.001
H -20.074 -18.347 -15.569  0.003

Values from the calculation:
- Electronic energy: -2069.12482 Eh
- Gap between HOMO and LUMO (spin up / spin down): 7.5309 / 7.5381 eV
- Relative energy (zero: lowest compared OMol25 entry of this formula, charge and spin): 0.00 kcal per mole
- Expectation value of S²: 3.83
- Net charge: 0
- 2S+1: 4

---

# 4
A molecular structure, CrH6O11P2 in a non-equilibrium geometry. Source: the Open Molecules 2025 dataset; level of theory: ωB97M-V with the def2-TZVPD basis set.

Each line ends with the Löwdin spin population.
Element x y z (Å)
Cr -0.282 -0.052 0.289  2.841
P 1.884 -0.950 0.674  0.010
O 1.144 -1.035 -0.686  0.008
O 1.550 0.569 0.593  0.022
O 3.356 -1.036 0.927  0.001
O 0.757 -1.054 1.659  -0.018
P -2.431 -1.559 1.219  0.008
O -3.894 -1.744 0.919  0.001
O -2.020 -2.606 2.360  0.002
O -1.855 -0.112 1.387  0.035
O -1.427 -1.593 0.055  0.001
O 2.693 0.544 -2.059  0.001
H 2.711 0.317 -2.989  0.000
H 1.941 0.066 -1.710  0.000
O -0.610 2.111 0.900  0.041
H 0.145 2.527 1.317  0.004
H -1.316 2.752 0.990  0.009
O -0.752 0.769 -1.605  0.027
H -1.114 1.638 -1.776  0.005
H -0.479 0.449 -2.465  0.002

Values from the calculation:
- Electronic energy: -2558.42138 Eh
- Gap between HOMO and LUMO (spin up / spin down): 3.2778 / 3.3698 eV
- Relative energy (zero: lowest compared OMol25 entry of this formula, charge and spin): 65.20 kcal per mole
- Expectation value of S²: 3.78
- Net charge: -3
- 2S+1: 4

---

# 5
A molecular structure, CsH30O15 in a non-equilibrium geometry. Source: the Open Molecules 2025 dataset; level of theory: ωB97M-V with the def2-TZVPD basis set.

Each line ends with the Löwdin charge.
Element x y z (Å)
Cs 0.161 0.075 0.728  1.172
O -2.460 1.387 2.355  -0.090
H -2.801 1.712 3.189  0.056
H -3.142 1.599 1.718  0.054
O 3.257 -0.076 0.575  -0.130
H 3.709 0.676 0.193  0.035
H 3.834 -0.370 1.280  0.048
O -0.291 -1.720 3.219  -0.145
H -1.232 -1.605 3.088  -0.044
H -0.164 -2.669 3.228  0.065
O -2.878 -1.611 2.810  -0.031
H -2.929 -0.659 2.723  0.012
H -3.773 -1.881 3.016  0.077
O -2.933 0.801 -2.460  -0.028
H -2.897 0.439 -3.345  0.062
H -3.833 0.646 -2.173  0.059
O -1.770 -2.832 -0.623  -0.048
H -1.959 -3.696 -0.255  0.068
H -2.473 -2.681 -1.255  0.055
O -0.313 1.439 -1.823  -0.209
H -0.263 2.380 -1.658  -0.019
H -1.191 1.305 -2.180  -0.011
O 1.887 0.614 -3.803  -0.033
H 1.345 0.582 -4.592  0.066
H 1.267 0.780 -3.093  0.001
O -0.444 0.862 4.477  -0.043
H -0.274 -0.030 4.175  -0.004
H -0.987 0.752 5.257  0.061
O 0.656 3.298 3.526  -0.054
H 0.099 3.915 3.050  0.022
H 0.043 2.752 4.018  -0.015
O -0.584 3.926 -1.023  -0.015
H 0.037 4.458 -0.524  0.072
H -1.408 4.007 -0.543  0.064
O -0.139 -2.482 -2.839  -0.034
H -0.798 -2.357 -3.522  0.043
H -0.643 -2.529 -2.026  -0.026
O 2.783 -2.031 -2.785  -0.057
H 2.031 -2.623 -2.768  -0.008
H 2.404 -1.167 -2.948  -0.026
O 2.931 -4.157 -0.049  -0.035
H 3.370 -4.066 0.797  0.030
H 2.000 -4.208 0.168  0.017
O 3.805 2.448 -2.746  -0.036
H 2.950 2.018 -2.738  -0.017
H 4.015 2.581 -1.822  0.018

Values from the calculation:
- Electronic energy: -1166.56106 Eh
- Gap between HOMO and LUMO: 8.4872 eV
- Relative energy (zero: lowest compared OMol25 entry of this formula, charge and spin): 36.17 kcal per mole
- Net charge: +1

---

# 6
A molecular structure, CsH40O20 in a non-equilibrium geometry. Source: the Open Molecules 2025 dataset; level of theory: ωB97M-V with the def2-TZVPD basis set.

Each line ends with the Löwdin charge.
Element x y z (Å)
Cs 2.191 -4.129 15.974  1.232
O -0.955 -3.120 13.343  -0.032
H -1.124 -2.966 12.402  0.079
H -1.568 -2.550 13.812  0.058
O 4.178 -6.339 15.396  -0.160
H 3.810 -6.305 14.511  -0.021
H 4.344 -7.290 15.441  0.042
O 0.654 -2.343 21.051  -0.036
H 0.041 -2.317 21.814  0.078
H 0.580 -1.479 20.659  0.026
O 3.355 -10.003 16.149  -0.060
H 3.313 -10.817 15.631  0.048
H 3.927 -10.186 16.914  0.054
O 1.114 -4.907 19.774  -0.062
H 0.236 -5.294 19.684  0.013
H 1.033 -4.044 20.161  -0.019
O 3.838 -1.048 16.698  -0.060
H 3.574 -0.342 17.299  0.073
H 4.053 -0.595 15.883  0.011
O -2.558 -3.356 16.348  -0.085
H -3.338 -3.819 15.987  0.064
H -2.563 -3.475 17.358  0.067
O 5.193 -3.521 13.483  -0.068
H 5.294 -3.636 14.450  0.002
H 5.623 -4.221 12.995  0.049
O 4.764 0.707 14.399  -0.075
H 4.663 0.018 13.682  0.066
H 5.720 0.827 14.452  0.062
O -1.756 -4.707 19.470  -0.078
H -2.388 -5.391 19.097  0.020
H -2.170 -3.969 19.934  0.066
O 0.025 -3.202 17.779  -0.226
H -0.108 -3.801 18.581  0.029
H -0.628 -3.389 17.104  -0.016
O 2.472 -2.772 13.247  -0.166
H 3.355 -2.851 12.882  0.002
H 2.281 -1.818 13.194  0.024
O 2.805 0.440 12.652  -0.046
H 2.958 1.324 12.968  0.038
H 2.692 0.585 11.705  0.063
O 2.226 -8.469 18.537  -0.038
H 2.142 -8.585 17.595  0.003
H 2.540 -7.568 18.612  0.031
O 2.146 -6.157 13.324  -0.100
H 1.225 -6.205 13.570  -0.021
H 2.079 -5.495 12.609  0.059
O -0.610 -5.745 13.912  -0.102
H -1.072 -6.345 13.291  0.070
H -0.815 -4.801 13.630  0.014
O 5.222 -3.360 16.267  -0.139
H 5.976 -3.616 16.818  0.078
H 4.921 -2.509 16.634  0.002
O -0.762 -0.545 18.729  -0.109
H -0.617 -1.377 18.234  -0.013
H -0.992 0.093 17.961  0.089
O -3.404 -6.628 18.562  -0.052
H -2.956 -7.448 18.789  0.016
H -4.303 -6.535 18.948  0.090
O -1.426 -8.643 18.693  -0.030
H -1.368 -9.577 18.799  0.040
H -0.517 -8.303 18.799  0.053

Values from the calculation:
- Electronic energy: -1548.83796 Eh
- Gap between HOMO and LUMO: 10.7870 eV
- Relative energy (zero: lowest compared OMol25 entry of this formula, charge and spin): 15.54 kcal per mole
- Net charge: +1